(1)
The following is a DFT calculation (wB97M-V/def2-TZVPD) of a molecular structure, C30H58BBiN10 at a distorted geometry.

Last column: Löwdin charge in e.
CARTESIAN COORDINATES (ANGSTROEM)
Bi1 0.2225 0.1914 0.1115  2.020
N1 1.9504 0.9163 1.8817  -0.063
C1 1.5454 1.8899 2.8946  -0.211
C2 0.0388 1.8464 3.1606  -0.175
N2 -0.8283 1.8829 1.9819  -0.253
C3 -2.1503 1.3515 2.3353  -0.181
C4 -2.9735 0.8775 1.1420  -0.222
N3 -2.3265 -0.2652 0.4968  -0.056
C5 -0.9515 3.2254 1.4085  -0.164
C6 0.1966 3.6224 0.4854  -0.200
N4 0.3580 2.6635 -0.6037  -0.062
H1 1.9767 -0.0159 2.2823  0.021
H2 2.8806 1.1320 1.5385  0.068
H3 1.8632 2.8853 2.5880  0.108
H4 2.0342 1.6869 3.8546  0.132
H5 -0.1972 2.6700 3.8505  0.145
H6 -0.1693 0.9126 3.6868  0.096
H7 -2.7262 2.0973 2.8959  0.144
H8 -2.0113 0.4847 2.9842  0.106
H9 -3.1002 1.6651 0.3990  0.093
H10 -3.9723 0.6203 1.5108  0.134
H11 -2.7883 -0.4881 -0.3788  0.092
H12 -2.3578 -1.0862 1.0922  0.089
H13 -1.0240 3.9780 2.2058  0.143
H14 -1.8753 3.2705 0.8284  0.117
H15 1.1367 3.6878 1.0263  0.100
H16 -0.0306 4.6215 0.0945  0.139
H17 1.2087 2.8770 -1.1124  0.058
H18 -0.4087 2.7531 -1.2603  0.029
C7 2.6407 -4.0450 -2.5670  0.001
C8 2.6362 -2.6639 -2.0286  -0.232
C9 3.7020 -1.7842 -2.0500  0.046
C10 3.2612 -0.6055 -1.4600  -0.218
N5 1.9806 -0.7817 -1.0814  -0.067
N6 1.6015 -2.0368 -1.4431  0.024
B1 0.1821 -2.6193 -1.3489  -0.570
N7 -0.2230 -2.8469 0.1117  0.001
N8 0.2421 -2.0947 1.1487  -0.029
C11 -0.0018 -2.7841 2.2872  -0.221
C12 -0.6873 -3.9520 1.9527  0.034
C13 -0.7954 -3.9725 0.5775  -0.242
C14 -1.4128 -5.0496 -0.2311  0.007
C15 0.4564 -2.5588 3.7123  -0.521
C16 1.6530 -1.6127 3.8484  -0.034
C17 0.9176 -3.9184 4.2759  -0.038
C18 -0.7275 -2.0698 4.5581  -0.020
N9 -0.8152 -1.7148 -2.0890  0.022
N10 -0.7357 -0.3615 -2.0436  -0.065
C19 -1.5140 0.1291 -3.0313  -0.233
C20 -2.1273 -0.9333 -3.6799  0.054
C21 -1.6646 -2.0857 -3.0649  -0.235
C22 -2.0756 -3.4696 -3.3999  0.005
C23 -1.5859 1.5749 -3.4393  -0.522
C24 -0.1389 2.0639 -3.6300  -0.035
C25 -2.3754 2.3674 -2.3841  -0.035
C26 -2.3151 1.7372 -4.7800  -0.040
C27 4.1642 0.5865 -1.2803  -0.531
C28 4.9918 0.8010 -2.5577  -0.030
C29 3.4095 1.8881 -1.0185  -0.056
C30 5.1168 0.2617 -0.1191  -0.018
H19 3.6444 -4.2904 -2.9021  0.094
H20 1.9715 -4.1376 -3.4212  0.095
H21 2.3397 -4.7659 -1.8091  0.095
H22 4.6717 -1.9814 -2.4535  0.124
H23 0.1949 -3.6605 -1.8926  0.105
H24 -1.0348 -4.7135 2.6162  0.121
H25 -1.5193 -5.9438 0.3782  0.098
H26 -0.8090 -5.2928 -1.0987  0.076
H27 -2.4035 -4.7569 -0.5744  0.089
H28 2.3484 -1.7633 3.0217  0.093
H29 2.1851 -1.8442 4.7685  0.100
H30 1.3310 -0.5831 3.9294  0.047
H31 1.6586 -4.3684 3.6202  0.103
H32 0.0966 -4.6117 4.4057  0.081
H33 1.3682 -3.7794 5.2553  0.094
H34 -1.1035 -1.1085 4.2096  0.053
H35 -0.4183 -1.9622 5.5948  0.101
H36 -1.5423 -2.7896 4.5196  0.095
H37 -2.8014 -0.8899 -4.5076  0.121
H38 -2.4946 -3.4895 -4.4034  0.097
H39 -2.8463 -3.8129 -2.7101  0.089
H40 -1.2486 -4.1699 -3.3543  0.076
H41 0.5120 1.6760 -2.8516  0.041
H42 -0.0893 3.1502 -3.6657  0.098
H43 0.2352 1.6877 -4.5792  0.101
H44 -2.0896 2.0749 -1.3753  0.029
H45 -3.4366 2.1552 -2.4955  0.102
H46 -2.2403 3.4384 -2.5244  0.103
H47 -1.8396 1.1525 -5.5623  0.096
H48 -2.2867 2.7819 -5.0761  0.099
H49 -3.3582 1.4450 -4.7066  0.091
H50 4.3493 0.8719 -3.4312  0.098
H51 5.7066 0.0042 -2.7196  0.085
H52 5.5479 1.7304 -2.4748  0.096
H53 2.9239 2.2128 -1.9381  0.087
H54 4.1169 2.6594 -0.7205  0.107
H55 2.6694 1.7573 -0.2397  0.007
H56 5.6601 -0.6542 -0.3277  0.095
H57 4.5828 0.1181 0.8170  0.071
H58 5.8396 1.0631 0.0069  0.098

As for the total charge: +2.

(2)
The following is a DFT calculation (wB97M-V/def2-TZVPD) of 14 unconnected molecules or ions with the total composition C49H98O28 at a distorted geometry.

Last column: Löwdin charge in e.
CARTESIAN COORDINATES (ANGSTROEM)
C1 -4.7106 -3.9023 5.1363  -0.160
C2 -3.3701 -4.0456 5.8199  -0.153
C3 -2.4419 -3.0393 5.0697  -0.171
O1 -3.3410 -2.2272 4.3165  -0.158
C4 -4.6824 -2.4504 4.6728  -0.226
H1 -5.5627 -4.2260 5.7322  0.113
H2 -4.7537 -4.5084 4.2241  0.111
H3 -2.9233 -5.0369 5.6918  0.109
H4 -3.2976 -3.8614 6.8910  0.107
H5 -1.7670 -3.5150 4.3668  0.098
H6 -1.9273 -2.4704 5.8434  0.110
H7 -5.3878 -2.1963 3.8826  0.122
H8 -4.9661 -1.7961 5.5167  0.113
C5 -4.8894 2.3902 3.8865  -0.139
C6 -4.6543 0.9376 4.2715  -0.159
C7 -3.9842 0.9845 5.6688  -0.199
O2 -3.7333 2.3466 5.9622  -0.136
C8 -3.8980 3.1364 4.7950  -0.207
H9 -5.8742 2.7097 4.2284  0.113
H10 -4.6712 2.6287 2.8507  0.090
H11 -3.9436 0.3742 3.6602  0.084
H12 -5.5577 0.3329 4.3236  0.097
H13 -3.0815 0.3782 5.7630  0.111
H14 -4.7058 0.6259 6.4123  0.111
H15 -2.9153 3.2431 4.3071  0.103
H16 -4.1466 4.1710 5.0373  0.120
C9 6.4647 0.5410 -2.5645  -0.165
C10 7.0299 -0.8668 -2.5866  -0.165
C11 6.9433 -1.2317 -1.1002  -0.174
O3 5.7027 -0.6445 -0.6891  -0.152
C12 5.2887 0.3765 -1.5948  -0.205
H17 6.2179 1.0189 -3.5118  0.111
H18 7.1939 1.2016 -2.0763  0.119
H19 8.0221 -0.8665 -3.0464  0.117
H20 6.4104 -1.5315 -3.1931  0.096
H21 7.7735 -0.8504 -0.5003  0.124
H22 6.8855 -2.3229 -1.0867  0.121
H23 5.0337 1.3028 -1.0735  0.114
H24 4.3997 0.0601 -2.1548  0.090
C13 -2.4039 3.0834 -0.2870  -0.152
C14 -3.7081 3.8744 -0.1923  -0.178
C15 -3.2931 4.8999 0.8678  -0.211
O4 -2.7745 4.0425 1.8772  -0.168
C16 -1.8755 3.1507 1.1451  -0.142
H25 -1.7911 3.7249 -0.9298  0.119
H26 -2.4865 2.1089 -0.7615  0.076
H27 -4.5158 3.2728 0.2263  0.111
H28 -4.0974 4.4635 -1.0291  0.117
H29 -4.1955 5.4159 1.2039  0.123
H30 -2.5773 5.6707 0.5694  0.124
H31 -1.8865 2.2476 1.7516  0.112
H32 -0.9153 3.6710 1.1636  0.104
C17 3.6334 -2.6858 -4.5390  -0.146
C18 3.2943 -3.4989 -5.7946  -0.156
C19 3.4320 -2.4584 -6.9182  -0.191
O5 3.1693 -1.2076 -6.3111  -0.150
C20 3.1621 -1.2567 -4.9034  -0.204
H33 4.7173 -2.6942 -4.3905  0.095
H34 3.1915 -3.0179 -3.6011  0.106
H35 2.2792 -3.8877 -5.7122  0.103
H36 3.9462 -4.3462 -6.0036  0.111
H37 2.7793 -2.7034 -7.7519  0.119
H38 4.4957 -2.4415 -7.1872  0.120
H39 2.1515 -1.0971 -4.4953  0.108
H40 3.7858 -0.4539 -4.4959  0.101
C21 -5.1422 1.5681 -2.5526  -0.170
C22 -6.6113 1.2490 -2.3116  -0.161
C23 -6.6236 -0.1829 -2.8577  -0.225
O6 -5.4847 -0.7561 -2.2518  -0.114
C24 -4.4581 0.2297 -2.1771  -0.176
H41 -4.7243 2.4242 -2.0272  0.076
H42 -5.0477 1.7463 -3.6288  0.107
H43 -7.2693 1.9308 -2.8506  0.113
H44 -6.8383 1.1772 -1.2451  0.116
H45 -6.6112 -0.1453 -3.9594  0.121
H46 -7.5787 -0.6699 -2.6539  0.118
H47 -3.6429 0.1277 -2.8937  0.106
H48 -4.1390 0.2952 -1.1396  0.094
C25 2.0189 4.5828 2.5792  -0.148
C26 3.5553 4.6750 2.6160  -0.137
C27 4.0143 3.2197 2.3942  -0.193
O7 2.8457 2.4523 2.1540  -0.168
C28 1.7625 3.3010 1.8068  -0.210
H49 1.5587 5.4865 2.1773  0.112
H50 1.6057 4.4694 3.5833  0.117
H51 3.8449 5.1799 3.5326  0.108
H52 3.9674 5.1864 1.7429  0.102
H53 4.5972 2.7350 3.1841  0.121
H54 4.7155 3.1503 1.5463  0.108
H55 0.8645 2.7919 2.1507  0.090
H56 1.7233 3.4404 0.7196  0.113
C29 -4.3749 3.7326 -7.9280  -0.021
O8 -3.7698 2.7923 -7.0243  -0.010
C30 -3.1064 3.2457 -5.9697  -0.611
O9 -2.8084 4.4085 -5.7682  0.113
O10 -2.8377 2.2173 -5.1702  -0.003
C31 -2.1272 2.4724 -3.9677  -0.036
H57 -4.9316 3.1295 -8.6215  0.092
H58 -3.5681 4.3536 -8.3371  0.097
H59 -4.8940 4.4945 -7.3371  0.097
H60 -1.9463 1.5407 -3.4405  0.073
H61 -2.7211 3.0947 -3.2950  0.085
H62 -1.1845 2.9715 -4.1908  0.103
C32 1.0629 -3.2790 6.4481  -0.012
O11 0.6232 -2.4612 5.3541  -0.030
C33 0.8192 -1.1562 5.3310  -0.642
O12 1.3446 -0.5143 6.1818  0.148
O13 0.2660 -0.7235 4.2011  0.010
C34 0.5140 0.6256 3.8323  -0.029
H63 1.9389 -2.8455 6.9222  0.088
H64 1.2919 -4.2479 5.9955  0.096
H65 0.2056 -3.5059 7.0891  0.092
H66 1.5558 0.9156 3.7206  0.087
H67 0.0240 1.2339 4.6001  0.106
H68 -0.0112 0.8640 2.9132  0.064
C35 3.9443 4.1740 -1.8801  -0.056
O14 4.2795 3.5561 -3.0943  0.001
C36 3.3036 3.1646 -3.8971  -0.637
O15 2.1372 3.2605 -3.6365  0.131
O16 3.9050 2.6928 -4.9608  0.014
C37 3.1703 2.2647 -6.0937  -0.026
H69 3.4212 5.1165 -2.0569  0.105
H70 4.8741 4.3719 -1.3491  0.097
H71 3.3385 3.5935 -1.1826  0.069
H72 2.1708 1.9177 -5.8251  0.097
H73 3.7248 1.3930 -6.4297  0.085
H74 3.0313 2.9797 -6.9009  0.098
C38 1.6383 0.6769 -1.3493  -0.021
O17 0.8377 0.3546 -0.2219  0.003
C39 -0.4768 0.1330 -0.3229  -0.598
O18 -1.1433 0.2471 -1.3140  0.114
O19 -0.9126 -0.1397 0.8984  -0.011
C40 -2.2441 -0.5908 1.0659  -0.008
H75 1.9237 1.7291 -1.3963  0.077
H76 1.1636 0.4215 -2.2992  0.095
H77 2.5573 0.0961 -1.2850  0.069
H78 -2.3875 -1.5899 0.6599  0.101
H79 -2.9353 0.0488 0.5093  0.071
H80 -2.5355 -0.5039 2.1067  0.084
C41 4.0326 -0.3299 1.8403  -0.037
O20 3.8907 -0.1714 3.2424  0.005
C42 4.6390 -0.9431 4.0148  -0.613
O21 5.4978 -1.7096 3.6905  0.144
O22 4.2748 -0.6658 5.2687  -0.005
C43 4.9461 -1.3169 6.3150  -0.058
H81 3.8565 -1.3743 1.5769  0.088
H82 5.0965 -0.2895 1.5888  0.086
H83 3.5185 0.4072 1.2495  0.076
H84 6.0340 -1.3602 6.2049  0.094
H85 4.6635 -2.3685 6.3881  0.094
H86 4.7248 -0.7413 7.2053  0.097
C44 -0.7846 -2.7116 -3.6758  -0.018
O23 -1.3733 -3.9975 -3.5829  0.023
C45 -0.6545 -4.9938 -3.1290  -0.673
O24 0.5135 -4.9925 -2.9233  0.140
O25 -1.4655 -6.0141 -2.9836  0.021
C46 -0.8512 -7.2547 -2.6903  -0.045
H87 -0.4973 -2.3303 -2.6925  0.092
H88 -1.5394 -2.0272 -4.0485  0.097
H89 0.0800 -2.7622 -4.3223  0.080
H90 0.0051 -7.3964 -3.3631  0.098
H91 -1.5368 -8.0584 -2.9347  0.093
H92 -0.4453 -7.3319 -1.6832  0.097
C47 1.8443 -3.1350 0.5039  -0.023
O26 0.4939 -3.4935 0.2522  -0.002
C48 -0.2178 -3.9929 1.2400  -0.654
O27 0.1805 -4.3745 2.2912  0.159
O28 -1.4536 -4.0288 0.7875  -0.009
C49 -2.5007 -4.5504 1.6044  -0.016
H93 1.8881 -2.4500 1.3463  0.088
H94 2.1615 -2.6934 -0.4323  0.092
H95 2.4627 -3.9974 0.7456  0.103
H96 -2.3610 -3.9937 2.5297  0.066
H97 -2.4134 -5.6066 1.8673  0.102
H98 -3.4603 -4.3885 1.1326  0.099

The value obtained for the energy above the lowest of the compared OMol25 structures with the same formula, charge and spin is 13.86 kcal per mole. As for the total charge: 0.

(3)
The following is a DFT calculation (wB97M-V/def2-TZVPD) of a molecular structure, C13H10BeF3N5S2 at a distorted geometry.

Last column: natural (NBO) charge in e.
CARTESIAN COORDINATES (ANGSTROEM)
Be1 0.3581 -0.8158 0.1365  1.565
N1 2.3533 -1.0786 3.5869  -0.772
C1 1.5505 -1.1801 2.5404  0.354
S1 2.1863 -1.4266 0.8973  -0.464
N2 0.2162 -1.2817 2.8096  -0.425
N3 -0.4259 -1.3320 1.6647  -0.367
C2 -1.5428 -1.8623 1.5224  -0.004
C3 -1.8392 -2.0938 0.0834  0.223
C4 -3.0048 -2.5581 -0.4319  -0.239
C5 -3.1222 -2.6477 -1.7589  -0.111
C6 -2.0054 -2.4550 -2.5761  -0.259
C7 -0.8791 -1.9593 -1.9916  0.069
N4 -0.7887 -1.7759 -0.7132  -0.639
H1 3.3133 -0.7306 3.4823  0.419
H2 1.8638 -0.8955 4.4571  0.411
H3 -2.0562 -2.2606 2.4219  0.211
H4 -3.8275 -2.7340 0.2089  0.232
H5 -4.0060 -3.0126 -2.1154  0.218
H6 -1.9848 -2.7689 -3.5961  0.234
H7 0.0714 -1.7952 -2.5090  0.218
F1 1.3068 4.6649 1.5570  -0.321
C8 1.9507 3.8513 0.6875  0.988
F2 2.8652 3.1690 1.4071  -0.322
F3 2.6242 4.6830 -0.1439  -0.342
C9 1.0646 2.9633 -0.1858  -0.257
C10 1.0852 3.1079 -1.5607  -0.110
C11 0.4100 2.2296 -2.3742  -0.360
C12 0.0358 1.0680 -1.7326  0.090
N5 0.1352 0.8303 -0.4519  -0.763
C13 0.3962 1.8760 0.4331  0.052
S2 -0.1665 1.7623 1.9484  -0.172
H8 1.6427 3.9797 -1.9122  0.239
H9 0.4764 2.2778 -3.4548  0.226
H10 -0.2567 0.2012 -2.3363  0.178

The value obtained for the energy above the lowest of the compared OMol25 structures with the same formula, charge and spin is 7.74 kcal per mole. As for the total charge: 0.

Number 1: energy -53459.084 eV, LUMO -0.171 Ha. Number 2: energy -109727.631 eV, LUMO 0.020 Ha. Number 3: energy -51320.465 eV, LUMO -0.034 Ha.